No. 1
Below is a structure of composition C39H56Ge3O4STi, with properties calculated with ωB97M-V/def2-TZVPD.

The geometry in XYZ format:
```
104
Properties=species:S:1:pos:R:3
Ti -0.94 -0.18 1.30
C -2.80 -2.96 -0.50
C -3.25 -1.52 -0.32
C -2.81 -0.62 -1.45
C -4.74 -1.42 -0.05
O -2.55 -1.05 0.92
Ge -3.31 0.25 2.39
O -1.95 1.40 1.41
C -1.96 2.90 1.46
C -0.57 3.34 1.09
C -3.00 3.34 0.45
C -2.32 3.28 2.88
O -1.57 -0.34 3.14
C -1.42 -1.50 4.07
C -0.66 -2.56 3.28
C -2.81 -1.97 4.45
C -0.63 -0.99 5.25
H -3.26 -3.37 -1.40
H -1.71 -3.00 -0.64
H -3.08 -3.57 0.35
H -3.29 -0.93 -2.38
H -3.10 0.42 -1.27
H -1.73 -0.67 -1.61
H -5.29 -1.80 -0.90
H -5.03 -2.00 0.83
H -5.04 -0.38 0.09
H -0.31 2.99 0.09
H -0.52 4.43 1.08
H 0.16 2.98 1.82
H -2.73 3.00 -0.55
H -3.99 2.95 0.70
H -3.06 4.43 0.44
H -1.62 2.85 3.60
H -2.28 4.37 2.99
H -3.35 2.99 3.14
H -1.25 -2.92 2.43
H 0.30 -2.17 2.94
H -0.44 -3.42 3.92
H -3.38 -2.31 3.58
H -2.73 -2.82 5.13
H -3.36 -1.19 4.98
H 0.33 -0.59 4.92
H -1.18 -0.20 5.77
H -0.44 -1.80 5.95
C 2.08 -3.03 -1.96
Ge 2.61 -3.13 -0.09
C 1.34 -4.22 0.92
C 4.44 -3.75 0.16
Ge 2.41 -0.82 0.70
C 3.17 0.55 -0.42
C 2.64 1.84 -0.52
C 3.25 2.79 -1.32
C 4.40 2.47 -2.03
C 4.94 1.20 -1.93
C 4.32 0.24 -1.14
C 2.52 -0.39 2.59
C 2.89 -1.38 3.51
C 3.09 -1.06 4.85
C 2.91 0.24 5.28
C 2.53 1.23 4.38
C 2.35 0.92 3.04
H 2.02 -4.04 -2.38
H 2.81 -2.46 -2.54
H 1.10 -2.56 -2.06
H 1.40 -5.25 0.56
H 0.32 -3.87 0.78
H 1.57 -4.23 1.99
H 4.52 -4.77 -0.23
H 4.72 -3.76 1.21
H 5.15 -3.13 -0.38
H 1.73 2.09 0.01
H 2.82 3.78 -1.40
H 4.87 3.21 -2.65
H 5.84 0.95 -2.48
H 4.76 -0.76 -1.08
H 3.05 -2.40 3.18
H 3.40 -1.83 5.54
H 3.08 0.49 6.32
H 2.41 2.25 4.72
H 2.13 1.71 2.34
O 0.49 -0.48 0.44
S -0.37 1.93 -2.53
C -1.79 1.67 -3.56
C -1.87 0.59 -4.43
C -3.03 0.38 -5.17
C -4.12 1.23 -5.03
C -4.03 2.32 -4.17
C -2.87 2.55 -3.45
C 0.96 1.68 -3.69
C 1.66 0.48 -3.71
C 2.67 0.29 -4.64
C 2.98 1.29 -5.55
C 2.28 2.49 -5.52
C 1.27 2.69 -4.59
H -1.03 -0.08 -4.55
H -3.08 -0.45 -5.86
H -5.02 1.07 -5.61
H -4.86 3.01 -4.08
H -2.78 3.43 -2.82
H 1.40 -0.29 -3.00
H 3.21 -0.65 -4.66
H 3.76 1.14 -6.28
H 2.52 3.27 -6.23
H 0.72 3.63 -4.57
```

Calculated values
Spin multiplicity: 1
Charge: +2
Orbital gap (eV): 5.8
Energy above the lowest of the compared OMol25 structures with the same formula, charge and spin (kcal/mol): 0.00

No. 2
Below is a structure of composition C27H41Cl3EuN3O3Si, with properties calculated with ωB97M-V/def2-TZVPD.

The geometry in XYZ format:
```
79
Properties=species:S:1:pos:R:3
C 3.81 3.07 -3.07
C 3.13 3.28 -1.75
H 4.45 3.92 -3.34
H 3.08 2.91 -3.88
H 4.44 2.17 -3.03
C 3.06 4.47 -1.14
C 3.48 5.77 -1.77
H 2.63 4.55 -0.14
H 2.90 5.96 -2.69
H 4.54 5.79 -2.04
H 3.30 6.61 -1.09
Eu -1.87 -1.92 -0.06
Cl 0.51 -3.08 0.62
Cl -2.58 -3.18 -2.26
H -3.45 -7.73 0.90
H -0.88 -7.89 0.54
C -3.44 -6.76 0.38
C -1.00 -6.96 -0.04
N -2.11 -6.18 0.50
H -4.17 -6.10 0.85
C -1.93 -4.93 0.96
O -2.79 -4.03 1.06
H -0.07 -6.38 0.03
H -0.88 -4.74 1.25
H -3.70 -6.92 -0.67
H -1.18 -7.23 -1.10
H -1.37 2.19 -3.00
H -0.69 3.82 -1.00
C -2.38 2.27 -2.56
C -1.73 3.70 -0.67
N -2.28 2.43 -1.12
H -2.96 1.37 -2.79
C -2.68 1.47 -0.26
O -3.07 0.32 -0.61
H -1.76 3.74 0.42
H -2.63 1.77 0.80
H -2.87 3.16 -2.98
H -2.31 4.53 -1.08
O 1.50 1.55 -2.00
C 2.47 2.00 -1.19
C 0.79 2.19 0.79
C 2.12 2.14 0.34
H -0.01 2.06 0.06
C 0.52 2.37 2.15
H 3.34 1.30 -1.22
C 3.15 2.17 1.26
H -0.52 2.50 2.47
C 1.55 2.35 3.08
C 2.88 2.23 2.64
H 4.17 2.14 0.88
H 1.33 2.37 4.15
H 3.69 2.18 3.36
Si 0.50 -1.00 -3.37
Cl -0.22 -0.37 -1.24
C -1.03 -0.89 -4.47
C 0.87 -2.85 -3.10
C 1.93 -0.15 -4.17
H -1.66 -0.02 -4.23
H -1.65 -1.79 -4.29
H -0.80 -0.86 -5.55
H 1.57 0.73 -4.72
H 2.41 -0.82 -4.89
H 2.66 0.16 -3.42
H 0.90 -3.13 -2.03
H 1.85 -3.11 -3.54
H 0.12 -3.49 -3.57
N -1.63 -0.42 1.91
C -1.51 -0.28 3.07
C -1.37 -0.33 4.47
C -0.24 -0.98 4.99
C -0.15 -1.20 6.36
C -1.18 -0.79 7.21
C -2.30 -0.12 6.68
C -2.40 0.12 5.31
H 0.55 -1.33 4.32
H 0.72 -1.71 6.77
H -1.11 -0.97 8.30
H -3.09 0.21 7.36
H -3.27 0.62 4.91
```

Calculated values
Spin multiplicity: 8
Charge: -1
Expectation value of S²: 15.760
Orbital gap (alpha / beta) (eV): 5.1 / 5.4
Energy above the lowest of the compared OMol25 structures with the same formula, charge and spin (kcal/mol): 60.76

No. 3
Below is a structure of composition C20H21BIrN6SeTe, with properties calculated with ωB97M-V/def2-TZVPD.

The geometry in XYZ format:
```
51
Properties=species:S:1:pos:R:3
Ir -1.20 0.71 -0.75
B 0.48 1.71 -3.31
N 1.24 1.97 -1.96
C 2.48 2.47 -1.71
C 2.74 2.38 -0.36
C 1.54 1.93 0.17
N 0.64 1.69 -0.77
N 0.25 0.16 -3.38
C 0.65 -0.73 -4.23
C 0.07 -1.97 -3.88
C -0.73 -1.70 -2.81
N -0.59 -0.38 -2.49
H 1.22 2.06 -4.22
H -0.63 2.14 -3.27
H 3.10 2.83 -2.49
H 3.60 2.74 0.15
H 1.29 1.76 1.18
H 1.48 -0.43 -4.89
H 0.13 -2.94 -4.35
H -1.39 -2.36 -2.33
C 1.15 -1.38 3.53
N 1.60 -1.14 2.16
C 0.77 -1.12 1.09
Se -1.14 -0.98 1.15
N 1.48 -1.22 -0.04
C 2.85 -1.27 0.32
C 3.98 -1.37 -0.48
C 5.14 -1.73 0.18
C 5.18 -1.81 1.60
C 4.06 -1.61 2.41
C 2.88 -1.39 1.72
H 1.51 -2.40 3.63
H 0.06 -1.40 3.50
H 1.71 -0.78 4.24
H 1.13 -1.01 -0.93
H 3.87 -1.12 -1.55
H 6.15 -1.90 -0.35
H 6.13 -2.05 2.04
H 4.07 -1.81 3.50
Te -2.89 2.55 0.10
C -4.61 1.59 0.88
C -4.65 0.27 1.41
C -5.85 -0.20 2.03
C -7.04 0.56 2.04
C -6.95 1.82 1.53
C -5.78 2.35 0.94
H -3.72 -0.29 1.60
H -5.82 -1.15 2.65
H -7.94 0.16 2.57
H -7.81 2.44 1.67
H -5.87 3.38 0.53
```

Calculated values
Spin multiplicity: 5
Charge: +1
Expectation value of S²: 6.017
Orbital gap (alpha / beta) (eV): 7.9 / 6.0

No. 4
Below is a cluster of 2 separate species, C5H13NSi in total, with properties calculated with ωB97M-V/def2-TZVPD.

The geometry in XYZ format:
```
20
Properties=species:S:1:pos:R:3
C -2.89 -1.87 -0.58
C -2.15 -1.72 0.54
C -1.10 2.16 0.07
C 2.97 -0.64 -0.45
C 0.31 1.72 0.00
N 1.65 -1.05 -0.07
Si 0.65 0.02 0.82
H -3.32 -2.80 -0.80
H -2.99 -0.95 -1.21
H -1.90 -2.60 1.25
H -1.08 3.07 0.77
H -1.53 2.52 -0.88
H -1.79 1.37 0.59
H 3.19 -1.06 -1.35
H 3.03 0.40 -0.54
H 3.84 -0.82 0.27
H 0.99 2.44 0.46
H 0.50 1.63 -1.03
H 1.28 -1.93 -0.20
H 0.35 0.11 2.34
```

Calculated values
Spin multiplicity: 1
Orbital gap (alpha / beta) (eV): 6.5 / 8.0
Energy above the lowest of the compared OMol25 structures with the same formula, charge and spin (kcal/mol): 136.28

The highest spin multiplicity belongs to which entry? C27H41Cl3EuN3O3Si

Number 4 is which compound? C5H13NSi

Among the records above, which one has the highest spin multiplicity? C27H41Cl3EuN3O3Si